Density functional theory data (ωB97M-V with the def2-TZVPD basis set) for a 13-piece molecular cluster, C32H77Cl8NO24S8 overall.

As for the orbital gap: 8.15 eV. The value obtained for the electronic energy is -9992.84866 Eh. The calculation puts the LUMO energy at -0.04 eV.

Atoms and positions in Å:
O (11.390, 10.758, 14.111)
S (11.177, 11.560, 15.300)
O (10.870, 12.936, 15.078)
O (9.953, 11.025, 16.118)
C (9.669, 9.663, 16.215)
C (8.525, 9.510, 17.197)
C (12.477, 11.279, 16.498)
H (10.532, 9.121, 16.615)
H (9.510, 9.142, 15.251)
H (7.536, 9.818, 16.771)
H (8.628, 10.209, 18.026)
H (8.372, 8.546, 17.612)
H (12.253, 10.315, 16.993)
H (12.373, 12.075, 17.278)
H (13.376, 11.241, 15.865)
O (13.134, 16.323, 13.635)
S (14.252, 16.875, 14.357)
O (14.413, 18.267, 14.478)
O (14.206, 16.392, 15.826)
C (13.552, 15.126, 16.276)
C (14.635, 14.349, 17.029)
C (15.730, 16.181, 13.844)
H (13.197, 14.527, 15.413)
H (12.757, 15.544, 16.904)
H (15.331, 13.923, 16.330)
H (14.103, 13.559, 17.558)
H (15.264, 14.968, 17.655)
H (16.563, 16.540, 14.435)
H (15.846, 16.517, 12.863)
H (15.619, 15.121, 13.858)
O (14.181, 9.635, 18.402)
S (14.407, 9.907, 19.806)
O (15.567, 10.704, 20.061)
O (13.137, 10.726, 20.315)
C (13.284, 11.600, 21.442)
C (13.443, 13.060, 21.021)
C (14.538, 8.425, 20.700)
H (14.253, 11.343, 21.833)
H (12.448, 11.283, 22.099)
H (13.363, 13.644, 21.946)
H (12.662, 13.335, 20.351)
H (14.433, 13.183, 20.529)
H (13.557, 7.899, 20.706)
H (14.726, 8.778, 21.786)
H (15.342, 7.748, 20.338)
O (18.068, 16.055, 17.179)
S (18.784, 17.006, 16.395)
O (18.644, 16.865, 14.973)
O (18.423, 18.497, 16.750)
C (17.474, 18.783, 17.868)
C (16.021, 18.368, 17.567)
C (20.477, 16.947, 16.871)
H (17.703, 19.825, 18.010)
H (17.804, 18.172, 18.707)
H (15.560, 19.007, 16.772)
H (15.460, 18.469, 18.483)
H (15.881, 17.309, 17.271)
H (21.066, 17.770, 16.489)
H (20.975, 16.007, 16.489)
H (20.569, 16.932, 17.943)
O (14.267, 13.505, 13.243)
S (13.443, 13.257, 12.090)
O (13.990, 13.484, 10.784)
O (13.052, 11.756, 12.164)
C (12.341, 11.267, 11.017)
C (12.386, 9.784, 10.871)
C (11.815, 14.037, 12.171)
H (12.723, 11.768, 10.096)
H (11.287, 11.531, 11.264)
H (12.008, 9.330, 11.807)
H (13.359, 9.422, 10.677)
H (11.728, 9.498, 9.988)
H (11.959, 15.079, 11.942)
H (11.448, 13.849, 13.184)
H (11.250, 13.530, 11.396)
O (19.000, 22.015, 13.070)
S (17.722, 21.820, 12.462)
O (16.735, 22.823, 12.540)
O (18.113, 21.529, 10.950)
C (17.055, 21.267, 9.942)
C (17.687, 21.312, 8.610)
C (17.116, 20.268, 12.987)
H (16.194, 21.983, 10.110)
H (16.624, 20.230, 10.223)
H (17.127, 20.841, 7.753)
H (18.555, 20.657, 8.692)
H (18.055, 22.347, 8.435)
H (16.339, 20.017, 12.275)
H (16.549, 20.295, 13.897)
H (17.968, 19.615, 13.022)
O (11.283, 17.380, 20.551)
S (12.017, 16.685, 19.491)
O (11.511, 15.382, 19.126)
O (12.216, 17.495, 18.244)
C (11.068, 18.199, 17.573)
C (11.519, 19.371, 16.787)
C (13.721, 16.407, 19.929)
H (10.426, 18.470, 18.372)
H (10.596, 17.459, 16.927)
H (11.924, 19.073, 15.803)
H (12.159, 20.065, 17.338)
H (10.600, 19.936, 16.656)
H (14.278, 17.314, 19.767)
H (13.983, 15.634, 19.289)
H (13.751, 16.032, 20.920)
O (7.906, 20.978, 14.368)
S (8.864, 21.237, 13.339)
O (10.112, 21.846, 13.702)
O (9.136, 19.888, 12.500)
C (10.044, 19.063, 13.263)
C (10.074, 17.690, 12.636)
C (8.205, 22.257, 12.099)
H (9.731, 19.005, 14.328)
H (11.065, 19.531, 13.185)
H (10.714, 17.694, 11.746)
H (9.026, 17.599, 12.321)
H (10.346, 16.855, 13.273)
H (7.986, 23.226, 12.585)
H (7.333, 21.767, 11.668)
H (8.963, 22.361, 11.296)
N (16.304, 15.436, 10.483)
C (15.540, 16.365, 9.948)
C (16.357, 17.406, 9.504)
C (17.661, 17.092, 9.837)
C (17.604, 15.842, 10.415)
H (16.065, 14.436, 10.681)
H (14.463, 16.217, 9.804)
H (15.946, 18.271, 9.033)
H (18.486, 17.756, 9.588)
H (18.280, 15.058, 10.687)
C (18.886, 11.274, 17.017)
Cl (17.369, 11.773, 16.362)
Cl (18.835, 9.767, 18.025)
H (19.514, 11.027, 16.160)
H (19.284, 12.063, 17.658)
C (17.963, 14.575, 20.291)
Cl (19.749, 14.550, 20.155)
Cl (17.300, 16.100, 20.746)
H (17.703, 14.358, 19.292)
H (17.654, 13.789, 21.003)
C (18.602, 13.807, 13.522)
Cl (19.857, 13.609, 14.781)
Cl (18.316, 12.358, 12.682)
H (17.764, 14.195, 14.107)
H (18.982, 14.619, 12.896)
C (13.531, 19.177, 11.331)
Cl (12.537, 18.726, 9.844)
Cl (13.378, 20.927, 11.633)
H (13.052, 18.823, 12.279)
H (14.555, 18.803, 11.199)

Density functional theory data (ωB97M-V with the def2-TZVPD basis set) for C44H45N6O7Ru as an isolated structure.

The expectation value of S² is 1.07. As for the orbital gap (alpha / beta): 6.58 / 7.21 eV. Its spin multiplicity is 2. The value obtained for the electronic energy is -2653.69248 Eh. The calculation puts the LUMO energy (alpha / beta) at -1.87 / -1.18 eV.

Atoms and positions in Å:
Ru (1.244, 1.092, -0.160)
C (0.106, 3.114, 3.332)
C (1.366, 2.294, 3.072)
C (2.173, 2.027, 4.342)
O (1.060, 1.061, 2.469)
C (2.295, 3.167, 2.096)
O (2.549, 4.300, 2.474)
O (2.664, 2.586, 1.058)
H (-0.554, 2.596, 4.028)
H (-0.429, 3.271, 2.393)
H (0.378, 4.082, 3.745)
H (1.541, 1.548, 5.085)
H (2.560, 2.958, 4.741)
H (3.001, 1.364, 4.106)
H (0.155, 1.093, 2.101)
N (5.684, 0.836, -0.862)
C (4.675, 0.594, -0.007)
N (3.543, 0.615, -0.662)
C (3.899, 0.888, -1.948)
N (5.206, 1.016, -2.094)
C (2.903, 1.079, -2.975)
C (3.178, 0.902, -4.335)
N (2.273, 1.120, -5.262)
C (1.072, 1.523, -4.851)
C (0.777, 1.707, -3.508)
N (1.685, 1.482, -2.566)
H (6.673, 0.930, -0.689)
H (4.794, 0.423, 1.043)
H (4.160, 0.581, -4.654)
H (0.346, 1.715, -5.627)
H (-0.193, 2.053, -3.181)
C (-3.737, -3.919, -0.971)
C (-2.886, -3.284, 0.133)
C (-3.201, -3.917, 1.495)
O (-1.525, -3.430, -0.205)
C (-0.858, -2.243, 0.192)
C (-1.941, -1.198, -0.184)
O (-3.118, -1.886, 0.212)
C (-2.009, 0.257, 0.413)
O (-0.819, 0.912, 0.383)
C (-2.440, 0.267, 1.890)
C (-1.601, -0.325, 2.830)
C (-1.871, -0.236, 4.182)
C (-2.950, 0.503, 4.628)
C (-3.763, 1.134, 3.706)
C (-3.521, 1.010, 2.348)
C (-3.039, 1.012, -0.453)
C (-4.334, 0.538, -0.642)
C (-5.237, 1.258, -1.404)
C (-4.868, 2.462, -1.981)
C (-3.583, 2.939, -1.794)
C (-2.677, 2.219, -1.034)
C (0.604, -2.245, -0.394)
O (1.235, -1.064, -0.227)
C (1.360, -3.345, 0.383)
C (0.903, -4.656, 0.454)
C (1.618, -5.610, 1.155)
C (2.803, -5.273, 1.787)
C (3.260, -3.969, 1.722)
C (2.545, -3.012, 1.022)
C (0.605, -2.560, -1.901)
C (1.123, -3.727, -2.446)
C (1.144, -3.909, -3.819)
C (0.658, -2.930, -4.665)
C (0.181, -1.747, -4.131)
C (0.172, -1.557, -2.761)
H (-3.532, -4.984, -1.014)
H (-3.490, -3.473, -1.930)
H (-4.789, -3.756, -0.756)
H (-3.034, -4.989, 1.447)
H (-4.236, -3.718, 1.755)
H (-2.559, -3.491, 2.261)
H (-0.736, -2.251, 1.285)
H (-1.937, -1.091, -1.282)
H (-0.703, -0.828, 2.509)
H (-1.207, -0.716, 4.886)
H (-3.143, 0.594, 5.686)
H (-4.584, 1.748, 4.044)
H (-4.174, 1.513, 1.653)
H (-4.633, -0.393, -0.190)
H (-6.241, 0.882, -1.541)
H (-5.580, 3.025, -2.567)
H (-3.287, 3.882, -2.231)
H (-1.674, 2.593, -0.879)
H (-0.019, -4.929, -0.033)
H (1.249, -6.624, 1.200)
H (3.358, -6.021, 2.333)
H (4.181, -3.696, 2.215)
H (2.889, -1.989, 0.970)
H (1.524, -4.500, -1.812)
H (1.552, -4.821, -4.227)
H (0.666, -3.078, -5.735)
H (-0.175, -0.968, -4.790)
H (-0.147, -0.611, -2.342)
C (2.562, 6.061, -0.658)
C (1.192, 5.743, -0.049)
C (0.814, 4.399, -0.376)
N (0.526, 3.328, -0.681)
H (2.851, 7.072, -0.388)
H (2.531, 5.974, -1.741)
H (3.301, 5.370, -0.265)
H (0.427, 6.429, -0.426)
H (1.245, 5.826, 1.041)